Model P:
{
  "formula": "C4H10N3O",
  "method": "ωB97M-V with the def2-TZVPD basis set",
  "e_lumo_ev": -3.845,
  "homo_energy_ev": -13.02,
  "multiplicity": 1,
  "homo_lumo_gap_ev": 9.170,
  "charge": 1,
  "smiles": "C=N/C(=[NH+]\\NC)OC",
  "symbols": ["O", "N", "N", "N", "C", "C", "C", "C", "H", "H", "H", "H", "H", "H", "H", "H", "H", "H"],
  "xyz": [[1.242, -0.316, 1.483], [-0.681, 0.215, 0.623], [1.449, -0.073, -1.086], [-1.562, 0.469, -0.392], [0.915, -0.680, -2.060], [0.561, -0.093, 0.405], [-2.899, 0.985, -0.157], [2.581, -0.690, 1.514], [-1.152, 0.623, -1.224], [-2.990, 2.097, -0.612], [1.510, -0.675, -3.030], [-3.606, 0.368, -0.794], [2.871, -1.262, 0.627], [3.185, 0.250, 1.583], [2.669, -1.256, 2.454], [-3.139, 0.945, 0.955], [-0.029, -1.116, -1.881], [-0.924, 0.210, 1.594]]
}

Model Q:
{
  "formula": "C4H10N3O",
  "method": "ωB97M-V with the def2-TZVPD basis set",
  "e_lumo_ev": -4.026,
  "homo_energy_ev": -13.79,
  "multiplicity": 1,
  "homo_lumo_gap_ev": 9.760,
  "charge": 1,
  "symbols": ["O", "N", "N", "N", "C", "C", "C", "C", "H", "H", "H", "H", "H", "H", "H", "H", "H", "H"],
  "xyz": [[-2.108, 0.706, 1.356], [-0.815, 1.590, -0.833], [1.494, 0.607, 0.768], [-0.791, -0.603, -0.056], [-0.345, 0.374, -0.864], [-0.378, -2.019, -0.149], [-1.803, -0.379, 0.971], [2.470, 1.002, 0.149], [-1.555, 1.847, -0.208], [-2.436, -1.121, 1.272], [-0.453, 2.149, -1.522], [-1.160, -2.594, -0.728], [-0.201, -2.597, 0.885], [2.264, 1.124, -0.963], [0.235, 0.094, -1.740], [0.621, -1.848, -0.654], [1.511, 0.366, 1.741], [3.448, 1.301, 0.576]]
}

Which structure is most stable? model Q, by 57.3 kcal/mol over the runner-up.